Below is a cluster of 7 separate species, C18H52N10O10 in total at a distorted geometry, with properties calculated with ωB97M-V/def2-TZVPD.

XYZ file:
```
90
Properties=species:S:1:pos:R:3:lowdin_charge:R:1
C 19.20456 24.29844 -16.74544 -0.136
O 19.24841 22.90383 -16.69503 -0.204
C 19.83897 22.30784 -15.52457 -0.160
C 21.43580 22.01924 -15.67997 -0.188
N 21.93956 21.59549 -14.39537 -0.078
C 23.17797 20.85835 -14.48592 -0.218
C 23.68448 20.47350 -13.09439 -0.221
O 23.70990 21.62337 -12.29708 -0.192
C 23.43015 21.51748 -10.91389 -0.100
H 18.63568 24.67288 -15.89439 0.083
H 18.66578 24.66125 -17.62076 0.086
H 20.17081 24.80279 -16.73511 0.079
H 19.29738 21.36191 -15.52603 0.111
H 19.67913 22.87447 -14.60725 0.110
H 21.92326 22.90126 -16.09534 0.108
H 21.57050 21.28750 -16.47654 0.112
H 22.13454 22.41820 -13.84288 0.109
H 23.95680 21.34774 -15.07073 0.116
H 22.94137 19.97707 -15.08215 0.118
H 24.65259 19.97495 -13.14245 0.118
H 23.02584 19.72511 -12.65370 0.113
H 23.36548 22.50059 -10.44760 0.086
H 24.24800 20.99422 -10.41850 0.082
H 22.52276 20.98667 -10.62585 0.079
C 27.00659 17.57019 -16.66852 -0.120
O 26.23231 16.47233 -16.32667 -0.227
C 26.58178 15.30373 -17.09438 -0.204
C 25.63092 14.10756 -16.82836 -0.167
N 24.28672 14.20447 -17.52339 -0.061
C 23.52651 15.17971 -16.83405 -0.248
C 22.09804 15.21682 -17.38782 -0.245
O 21.45157 16.36952 -16.91118 -0.208
C 19.99808 16.43098 -17.24983 -0.056
H 26.64522 17.87892 -17.64944 0.092
H 28.05907 17.28978 -16.62675 0.088
H 26.69864 18.23740 -15.86347 0.093
H 27.62493 15.04164 -16.91755 0.115
H 26.49209 15.51982 -18.15898 0.114
H 25.47614 13.98395 -15.75652 0.113
H 26.12773 13.19007 -17.14378 0.105
H 24.51356 14.53228 -18.45139 0.099
H 23.98381 16.15093 -17.02303 0.115
H 23.41528 14.93602 -15.77748 0.131
H 21.55557 14.37190 -16.96366 0.120
H 22.13501 15.17140 -18.47625 0.120
H 19.54106 17.30271 -16.78151 0.075
H 19.51817 15.49559 -16.96201 0.079
H 19.83232 16.53025 -18.32257 0.077
N 21.12413 11.32918 -11.78948 0.172
C 20.13397 12.15332 -11.67809 -0.796
N 19.70946 12.25539 -10.48180 0.164
O 19.58154 12.79693 -12.59062 -0.009
H 21.35125 10.81928 -10.94774 0.114
H 21.48084 11.17772 -12.72218 0.127
H 18.82903 12.74006 -10.38158 0.127
H 20.10554 11.85637 -9.64275 0.118
N 19.34530 17.52713 -12.77144 0.180
C 18.96497 18.30991 -11.80937 -0.798
N 19.29113 19.57674 -11.93692 0.166
O 18.38868 17.95271 -10.80490 0.017
H 19.85810 17.79193 -13.60030 0.111
H 19.16898 16.53937 -12.65595 0.117
H 19.86617 19.88265 -12.70883 0.087
H 19.16671 20.27825 -11.22102 0.114
N 20.11258 19.97295 -6.87683 0.153
C 19.57942 21.21088 -6.78055 -0.767
N 20.42160 21.98063 -6.17470 0.152
O 18.58059 21.63923 -7.32569 0.019
H 19.55082 19.33990 -7.42798 0.117
H 21.02814 19.84834 -6.46901 0.099
H 21.19356 21.47989 -5.75824 0.105
H 20.13815 22.92910 -5.97432 0.127
N 17.01184 24.81219 -9.80101 0.166
C 16.15653 24.46153 -10.65979 -0.812
N 15.87508 23.17001 -10.53581 0.157
O 15.70715 25.21817 -11.50047 0.024
H 17.38209 25.74786 -9.88773 0.131
H 17.23037 24.15355 -9.06716 0.114
H 16.39700 22.58006 -9.90362 0.100
H 15.23941 22.68664 -11.15418 0.114
O 15.86653 13.22813 -13.82090 -0.076
C 15.22826 14.46316 -13.51354 -0.234
C 14.75279 14.50093 -12.03150 -0.263
O 15.83195 14.49812 -11.15542 -0.052
H 16.77150 13.24023 -13.50078 0.067
H 15.99293 15.20185 -13.75374 0.111
H 14.38061 14.63136 -14.17784 0.113
H 14.01971 13.71418 -11.85338 0.122
H 14.19979 15.44004 -12.01259 0.107
H 16.36881 15.25023 -11.41565 0.081
```

Frontier orbital gap, eV: 9.249
Net charge: 0
LUMO level, Ha: 0.0102
Structure (SMILES): COCCNCCOC.COCCNCCOC.NC(N)=O.NC(N)=O.NC(N)=O.NC(N)=O.OCCO
HOMO level, eV: -8.971
DFT total energy, eV: -54883.0045
Energy above the lowest of the compared OMol25 structures with the same formula, charge and spin, kJ/mol: 126.8